1.
Density functional theory data (the ωB97M-V functional and the def2-TZVPD basis) for an isolated molecule of C5H8O.

Computed properties:
frontier orbital gap	11.07	eV
SMILES	C#C[C@@H](C)CO
E_LUMO	1.0	eV
F_max	0.55	eV/Å
energy above the lowest of the compared OMol25 structures with the same formula, charge and spin	50.80	kcal/mol

Each line ends with the Mulliken charge.
Geometry (Å):
C (-0.962, 0.072, 1.227)  -1.470
C (-0.272, 0.381, -0.109)  0.706
C (1.203, 0.748, 0.096)  -0.641
O (1.805, 1.288, -1.057)  -0.515
C (-0.470, -0.834, -0.917)  -0.847
C (-0.784, -1.932, -1.302)  0.055
H (-0.479, -0.793, 1.694)  0.342
H (-2.006, -0.200, 1.047)  0.395
H (-0.921, 0.923, 1.913)  0.390
H (-0.754, 1.239, -0.597)  0.204
H (1.264, 1.529, 0.863)  0.312
H (1.748, -0.136, 0.465)  0.306
H (1.743, 0.624, -1.756)  0.331
H (-1.117, -2.910, -1.565)  0.431


2.
Density functional theory data (the ωB97M-V functional and the def2-TZVPD basis) for an isolated molecule of C5H8O.

Computed properties:
frontier orbital gap	8.39	eV
E_LUMO	-0.1	eV
F_max	0.41	eV/Å
energy above the lowest of the compared OMol25 structures with the same formula, charge and spin	113.01	kcal/mol

Each line ends with the Mulliken charge.
Geometry (Å):
C (-1.486, -0.232, -0.077)  -0.140
C (-1.226, 1.276, 0.132)  -1.079
C (-0.368, -0.861, 0.670)  -0.892
C (0.839, -0.965, -0.110)  0.423
C (2.040, -0.385, 0.581)  -0.442
O (1.907, -1.755, 0.435)  -0.386
H (-1.513, -0.456, -1.154)  0.287
H (-2.446, -0.511, 0.365)  0.320
H (-2.160, 1.831, 0.229)  0.337
H (-0.657, 1.696, -0.697)  0.291
H (-0.658, 1.440, 1.053)  0.319
H (0.858, -0.937, -1.204)  0.394
H (2.774, 0.109, -0.057)  0.268
H (1.943, -0.007, 1.597)  0.299


3.
Density functional theory data (the ωB97M-V functional and the def2-TZVPD basis) for C5H8O as an isolated structure.

Computed properties:
frontier orbital gap (alpha / beta)	7.42 / 7.42	eV
E_LUMO (alpha / beta)	0.7 / 0.7	eV
F_max	0.50	eV/Å
energy above the lowest of the compared OMol25 structures with the same formula, charge and spin	139.08	kcal/mol

Each line ends with the Mulliken charge.
Geometry (Å):
C (1.476, 0.517, -0.317)  -1.244
C (0.445, 0.104, 0.783)  0.299
C (-0.750, 0.788, 0.171)  -0.965
C (-1.659, -0.326, -0.231)  -0.342
O (-0.659, -1.332, -0.675)  -0.332
C (0.436, -1.124, 0.011)  -0.228
H (1.656, 1.593, -0.221)  0.361
H (2.454, 0.015, -0.365)  0.347
H (0.704, 0.126, 1.839)  0.472
H (0.404, 0.774, -0.996)  0.396
H (-1.157, 1.692, 0.619)  0.304
H (-2.309, -0.128, -1.086)  0.277
H (-2.255, -0.828, 0.558)  0.250
H (1.215, -1.871, -0.091)  0.404


4.
Density functional theory data (the ωB97M-V functional and the def2-TZVPD basis) for C5H8O as an isolated structure in a non-equilibrium geometry.

Computed properties:
frontier orbital gap	10.31	eV
E_LUMO	1.1	eV
F_max	1.80	eV/Å
energy above the lowest of the compared OMol25 structures with the same formula, charge and spin	81.19	kcal/mol

Each line ends with the Mulliken charge.
Geometry (Å):
C (1.513, -0.400, -0.410)  -1.121
C (0.075, -0.168, -0.058)  0.614
C (-0.905, -1.018, 0.713)  -0.683
C (-1.437, -0.095, -0.315)  -0.149
O (-1.532, 1.208, 0.277)  -0.420
C (-0.088, 1.293, 0.147)  -0.551
H (1.787, -0.085, -1.419)  0.276
H (1.899, -1.402, -0.198)  0.328
H (1.967, 0.390, 0.269)  0.251
H (-0.877, -2.063, 0.398)  0.271
H (-1.165, -0.854, 1.757)  0.212
H (-2.013, -0.284, -1.214)  0.364
H (0.696, 1.678, 0.867)  0.361
H (0.080, 1.801, -0.816)  0.246


5.
Density functional theory data (the ωB97M-V functional and the def2-TZVPD basis) for an isolated molecule of C5H8O in a non-equilibrium geometry.

Computed properties:
frontier orbital gap	10.14	eV
SMILES	C1C[C@@H]2C[C@@H]2O1
E_LUMO	1.2	eV
F_max	1.37	eV/Å
energy above the lowest of the compared OMol25 structures with the same formula, charge and spin	65.54	kcal/mol

Each line ends with the Mulliken charge.
Geometry (Å):
C (1.593, 0.104, -0.202)  -0.687
C (0.467, 0.260, 0.736)  -0.243
C (-0.771, 0.969, 0.151)  -0.453
C (-1.479, -0.309, -0.238)  -0.626
O (-0.563, -0.992, -1.080)  -0.420
C (0.619, -1.013, -0.334)  -0.110
H (1.810, 0.858, -0.939)  0.273
H (2.447, -0.328, 0.319)  0.254
H (0.624, 0.420, 1.811)  0.345
H (-0.515, 1.636, -0.688)  0.253
H (-1.382, 1.540, 0.861)  0.308
H (-2.463, -0.295, -0.705)  0.351
H (-1.435, -0.821, 0.737)  0.358
H (1.047, -2.028, -0.429)  0.395


6.
Density functional theory data (the ωB97M-V functional and the def2-TZVPD basis) for C5H8O as an isolated structure.

Computed properties:
frontier orbital gap	10.18	eV
E_LUMO	1.2	eV
F_max	0.36	eV/Å
energy above the lowest of the compared OMol25 structures with the same formula, charge and spin	74.68	kcal/mol

Each line ends with the Mulliken charge.
Geometry (Å):
C (-0.355, 1.007, 1.829)  -0.521
C (-1.346, 1.201, 0.966)  -0.425
C (0.065, -0.768, -1.662)  -0.420
C (1.313, -0.228, -1.014)  -0.148
O (1.207, -1.302, -0.023)  -0.384
C (0.073, -1.696, -0.703)  -0.234
H (0.053, 1.817, 2.431)  0.233
H (0.103, 0.029, 1.949)  0.250
H (-1.794, 2.181, 0.816)  0.230
H (-1.741, 0.384, 0.367)  0.226
H (-0.554, -0.500, -2.504)  0.330
H (1.229, 0.743, -0.518)  0.234
H (2.252, -0.319, -1.568)  0.256
H (-0.504, -2.550, -0.365)  0.374


7.
Density functional theory data (the ωB97M-V functional and the def2-TZVPD basis) for an isolated ion of composition C5H8O and charge +1 in a non-equilibrium geometry.

Computed properties:
frontier orbital gap (alpha / beta)	10.19 / 5.77	eV
multiplicity	2
E_LUMO (alpha / beta)	-5.0 / -9.1	eV
expectation value of S²	0.756
net charge	+1
F_max	5.40	eV/Å
energy above the lowest of the compared OMol25 structures with the same formula, charge and spin	65.50	kcal/mol

Each line ends with the Mulliken charge.
Geometry (Å):
C (-0.524, -0.718, -1.545)  -0.349
C (-1.721, -0.520, -2.122)  -0.601
C (1.106, 0.865, 1.537)  -0.325
O (1.567, 0.204, 2.730)  -0.461
C (0.206, -0.082, 0.729)  0.110
C (0.193, 0.154, -0.616)  -0.192
H (-0.016, -1.712, -1.756)  0.306
H (-2.139, 0.470, -2.167)  0.299
H (-2.091, -1.240, -2.809)  0.307
H (0.317, 1.518, 1.901)  0.359
H (1.937, 1.203, 1.000)  0.440
H (0.822, -0.353, 3.085)  0.317
H (-0.375, -0.772, 1.207)  0.434
H (0.719, 0.983, -1.175)  0.358


8.
Density functional theory data (the ωB97M-V functional and the def2-TZVPD basis) for an isolated molecule of C5H8O2.

Computed properties:
frontier orbital gap	10.88	eV
SMILES	C=CC[C@H](O)C=O
E_LUMO	0.9	eV
F_max	0.60	eV/Å
energy above the lowest of the compared OMol25 structures with the same formula, charge and spin	32.78	kcal/mol

Each line ends with the Mulliken charge.
Geometry (Å):
O (-0.419, -2.014, 0.190)  -0.548
C (-0.491, -0.755, 0.802)  0.191
C (0.904, -0.124, 0.792)  -0.777
C (1.265, 0.291, -0.608)  -0.086
C (0.746, 1.358, -1.208)  -0.696
C (-1.528, 0.120, 0.150)  -0.174
O (-2.201, -0.233, -0.787)  -0.538
H (-0.993, -2.021, -0.589)  0.344
H (-0.837, -0.832, 1.852)  0.244
H (0.976, 0.728, 1.478)  0.408
H (1.582, -0.900, 1.157)  0.324
H (1.953, -0.341, -1.162)  0.294
H (0.038, 2.018, -0.716)  0.230
H (1.017, 1.608, -2.234)  0.257
H (-1.695, 1.093, 0.619)  0.526


> Look up the F_max of the first one.

0.55 eV/Å